(one)
{
  "formula": "C3H7NO3",
  "method": "wB97M-V/def2-TZVPD",
  "homo_lumo_gap_ev": 9.98,
  "symbols": ["O", "C", "O", "C", "C", "O", "N", "H", "H", "H", "H", "H", "H", "H"],
  "coordinates": [[-1.83, -0.63, 1.43], [-0.68, -0.69, 1.09], [0.30, -1.19, 1.87], [-0.16, -0.29, -0.28], [1.03, 0.67, -0.14], [1.34, 1.27, -1.40], [-1.23, 0.14, -1.11], [-0.11, -1.35, 2.74], [0.26, -1.25, -0.64], [1.89, 0.13, 0.26], [0.76, 1.50, 0.51], [1.53, 0.55, -2.02], [-2.10, 0.22, -0.61], [-1.00, 0.93, -1.70]]
}

***

(two)
{
  "formula": "C3H7NO3",
  "method": "wB97M-V/def2-TZVPD",
  "homo_lumo_gap_ev": 10.18,
  "symbols": ["C", "N", "C", "C", "O", "O", "H", "H", "H", "H", "H", "H", "H", "O"],
  "coordinates": [[-0.98, -0.65, 1.67], [-0.11, -0.11, 0.75], [0.55, -0.89, -0.22], [0.11, -0.58, -1.57], [-0.38, 0.47, -1.95], [-1.13, -1.83, 1.54], [-1.42, 0.08, 2.32], [0.13, 0.90, 0.78], [0.45, -2.05, 0.01], [1.64, -0.68, -0.09], [0.13, -1.39, -2.19], [0.78, 2.80, -0.94], [2.33, 2.79, -0.25], [1.36, 2.73, -0.12]]
}

***

(three)
{
  "formula": "C3H7NO3",
  "method": "wB97M-V/def2-TZVPD",
  "homo_lumo_gap_ev": [7.35, 8.20],
  "symbols": ["C", "N", "C", "C", "O", "O", "O", "H", "H", "H", "H", "H", "H", "H"],
  "coordinates": [[-1.45, -0.45, 0.64], [-1.69, 0.32, -0.55], [-0.09, -0.78, 0.13], [1.02, 0.03, 0.37], [0.18, 1.69, -0.59], [0.02, -1.92, -0.61], [2.20, -0.42, -0.14], [0.35, 2.37, -1.27], [0.82, -1.87, -1.15], [2.89, 0.23, 0.06], [-1.78, 1.31, -0.33], [-1.44, 0.09, 1.59], [-2.08, -1.34, 0.67], [1.03, 0.74, 1.18]]
}

***

(four)
{
  "formula": "C3H7NO3",
  "method": "wB97M-V/def2-TZVPD",
  "homo_lumo_gap_ev": 10.64,
  "symbols": ["O", "C", "N", "C", "O", "C", "H", "H", "H", "H", "H", "H", "H", "O"],
  "coordinates": [[-1.60, 0.15, 1.06], [-0.84, -0.23, 0.15], [0.54, -0.11, -0.08], [1.38, -0.56, -1.09], [1.23, -0.29, -2.31], [-1.46, -0.82, -0.98], [0.99, 0.24, 0.89], [2.23, -1.13, -0.68], [-1.47, -1.94, -0.87], [-1.09, -0.52, -1.92], [-2.54, -0.60, -0.82], [1.24, 2.04, 3.00], [0.19, 0.86, 2.88], [0.65, 1.57, 2.45]]
}

***

Most stable to least stable: (one), (four), (two), (three)

***

(one)
{
  "formula": "C3H7NO3",
  "method": "wB97M-V/def2-TZVPD",
  "homo_lumo_gap_ev": 7.96,
  "symbols": ["O", "C", "O", "C", "C", "O", "N", "H", "H", "H", "H", "H", "H", "H"],
  "coordinates": [[-2.03, 1.16, -1.22], [-1.42, 0.66, -0.02], [-1.46, 0.68, 1.27], [-0.20, -0.30, -0.30], [1.01, 0.51, -0.14], [2.26, -0.27, -0.28], [-0.41, -1.49, 0.58], [-2.31, 0.11, -0.49], [-0.22, -0.74, -1.37], [1.03, 1.38, -0.89], [1.02, 1.16, 0.77], [3.11, 0.33, -0.11], [-0.79, -1.12, 1.45], [0.42, -2.08, 0.73]]
}

***

(two)
{
  "formula": "C3H7NO3",
  "method": "wB97M-V/def2-TZVPD",
  "homo_lumo_gap_ev": 9.66,
  "symbols": ["C", "C", "C", "N", "O", "O", "O", "H", "H", "H", "H", "H", "H", "H"],
  "coordinates": [[-0.60, 0.46, -1.22], [-0.99, -1.71, 0.03], [-0.26, -1.02, -1.07], [1.83, 1.24, 1.11], [0.45, 0.92, 1.01], [-1.65, 0.95, -0.92], [0.54, -1.53, -1.82], [-0.11, 1.69, 1.19], [0.20, 1.03, -1.73], [2.05, 1.98, 0.44], [2.03, 1.57, 2.05], [-2.04, -1.43, -0.01], [-0.87, -2.79, -0.04], [-0.58, -1.35, 0.97]]
}

***

(three)
{
  "formula": "C3H7NO3",
  "method": "wB97M-V/def2-TZVPD",
  "homo_lumo_gap_ev": 10.57,
  "symbols": ["C", "N", "C", "C", "O", "O", "H", "H", "H", "H", "H", "H", "H", "O"],
  "coordinates": [[-0.07, 0.68, 0.75], [0.09, -0.17, -0.32], [-0.48, -1.47, -0.25], [-2.00, -1.47, -0.35], [-2.56, -0.83, -1.20], [-0.54, 0.42, 1.84], [0.08, 1.71, 0.42], [-0.07, 0.37, -1.16], [-0.11, -2.02, 0.62], [-0.15, -2.08, -1.10], [-2.59, -2.01, 0.42], [2.89, 2.85, -0.46], [2.50, 2.00, 0.80], [3.02, 2.02, -0.01]]
}

***

Most stable to least stable: (three), (two), (one)

***

(one)
{
  "formula": "C8H13N2O",
  "method": "wB97M-V/def2-TZVPD",
  "charge": 1,
  "homo_lumo_gap_ev": [8.30, 8.30],
  "symbols": ["C", "C", "C", "C", "C", "C", "C", "C", "N", "N", "O", "H", "H", "H", "H", "H", "H", "H", "H", "H", "H", "H", "H", "H"],
  "coordinates": [[-1.13, 0.53, -0.52], [-2.35, 0.43, -0.64], [-0.02, -2.03, 0.43], [2.21, 1.66, 0.65], [0.91, 0.94, 1.25], [2.39, 1.03, -0.74], [0.20, 0.51, -0.07], [-3.84, 0.56, -0.54], [0.05, -2.87, -0.53], [1.10, 0.56, -1.05], [-0.46, -2.62, 1.54], [1.86, 2.61, 0.57], [3.08, 1.46, 1.21], [1.24, 0.07, 1.79], [0.43, 1.59, 1.94], [2.79, 1.76, -1.44], [3.25, 0.21, -0.66], [-4.05, -0.45, -0.61], [-4.28, 0.99, -1.35], [-3.94, 1.18, 0.37], [0.45, -2.68, -1.47], [-0.18, -3.82, -0.34], [0.93, 0.47, -2.05], [-0.61, -2.08, 2.24]]
}

***

(two)
{
  "formula": "C8H13N2O",
  "method": "wB97M-V/def2-TZVPD",
  "charge": 1,
  "homo_lumo_gap_ev": 9.39,
  "symbols": ["C", "C", "C", "C", "C", "C", "C", "C", "N", "N", "O", "H", "H", "H", "H", "H", "H", "H", "H", "H", "H", "H", "H", "H"],
  "coordinates": [[-0.91, 2.02, 0.12], [-2.05, 1.31, 0.05], [0.49, 1.57, 0.03], [-1.19, -0.94, 0.00], [2.08, -1.30, 1.08], [2.94, 0.18, -0.95], [-3.59, -0.60, -0.08], [1.75, -0.53, -0.22], [-2.18, -0.08, -0.17], [0.66, 0.31, -0.02], [-0.84, -2.00, -0.01], [-1.06, 3.07, 0.03], [-2.90, 1.85, 0.27], [1.24, 2.32, -0.11], [1.23, -1.92, 1.40], [2.95, -2.01, 0.97], [2.27, -0.75, 1.98], [3.63, -0.72, -0.92], [3.37, 1.19, -0.51], [2.58, 0.49, -1.91], [-3.96, -0.88, -1.06], [-3.57, -1.56, 0.54], [-4.31, 0.18, 0.49], [1.38, -1.21, -1.00]]
}

***

(three)
{
  "formula": "C8H13N2O",
  "method": "wB97M-V/def2-TZVPD",
  "charge": 1,
  "homo_lumo_gap_ev": 9.01,
  "symbols": ["C", "C", "C", "C", "C", "C", "C", "C", "N", "N", "O", "H", "H", "H", "H", "H", "H", "H", "H", "H", "H", "H", "H", "H"],
  "coordinates": [[-1.22, -1.55, 1.29], [-0.37, -2.45, 0.72], [-1.32, -0.23, 0.85], [0.82, -0.71, -0.46], [1.01, 2.40, 0.03], [-1.46, 2.54, -0.23], [1.61, -2.96, -0.60], [-0.28, 1.58, -0.48], [0.61, -1.97, -0.17], [-0.41, 0.29, 0.08], [1.55, -0.26, -1.23], [-1.89, -1.90, 2.18], [-0.34, -3.55, 0.82], [-2.21, 0.35, 1.15], [0.71, 3.39, 0.00], [1.32, 2.07, 1.01], [1.79, 2.42, -0.75], [-1.39, 3.38, -0.82], [-1.56, 2.86, 0.90], [-2.41, 2.12, -0.66], [2.58, -2.52, -0.15], [1.34, -3.95, -0.28], [1.70, -3.03, -1.64], [-0.17, 1.68, -1.57]]
}

***

Most stable to least stable: (three), (two), (one)

***

(one)
{
  "formula": "C5H12NO",
  "method": "wB97M-V/def2-TZVPD",
  "charge": 1,
  "homo_lumo_gap_ev": 9.86,
  "symbols": ["C", "O", "C", "C", "C", "C", "N", "H", "H", "H", "H", "H", "H", "H", "H", "H", "H", "H", "H"],
  "coordinates": [[-1.76, 0.82, 0.48], [-1.95, -0.62, 0.25], [-0.86, 1.47, -0.54], [0.67, 1.05, -0.69], [1.33, 0.04, 0.27], [1.57, -2.36, 0.02], [0.82, -1.34, 0.08], [-1.46, 0.96, 1.51], [-2.77, 1.21, 0.35], [-2.73, -0.88, 0.76], [-1.33, 1.29, -1.51], [-0.78, 2.49, -0.19], [1.23, 1.95, -0.49], [0.81, 0.70, -1.70], [1.33, 0.35, 1.32], [2.37, -0.04, -0.07], [1.10, -3.31, -0.19], [2.64, -2.29, 0.17], [-0.23, -1.48, 0.15]]
}

***

(two)
{
  "formula": "C5H12NO",
  "method": "wB97M-V/def2-TZVPD",
  "charge": 1,
  "homo_lumo_gap_ev": 11.29,
  "symbols": ["O", "C", "C", "C", "C", "C", "N", "H", "H", "H", "H", "H", "H", "H", "H", "H", "H", "H", "H"],
  "coordinates": [[-0.13, 1.42, -2.05], [0.55, 0.62, -1.47], [0.45, 0.49, 0.03], [0.43, -0.99, 0.45], [0.64, -1.08, 1.99], [-0.87, -1.69, 0.08], [-0.76, 1.24, 0.46], [1.22, -0.08, -2.00], [1.36, 0.85, 0.47], [1.30, -1.47, -0.02], [-0.12, -0.46, 2.48], [1.64, -0.73, 2.22], [0.39, -2.06, 2.35], [-0.93, -2.69, 0.50], [-1.01, -1.81, -1.00], [-1.74, -1.15, 0.48], [-1.43, 1.18, -0.32], [-1.09, 0.84, 1.34], [-0.55, 2.23, 0.57]]
}

***

Most stable to least stable: (two), (one)

***

(one)
{
  "formula": "H3INO2P",
  "method": "wB97M-V/def2-TZVPD",
  "homo_lumo_gap_ev": 8.79,
  "symbols": ["N", "O", "O", "P", "I", "H", "H", "H"],
  "coordinates": [[1.15, 0.29, 0.40], [-0.49, -1.36, 0.22], [-1.41, 1.10, -0.38], [-0.02, -0.17, -0.78], [3.09, 0.25, -0.03], [0.76, 0.05, 1.35], [-1.34, -1.88, 0.37], [-1.74, 1.71, -1.15]]
}

***

(two)
{
  "formula": "H3INO2P",
  "method": "wB97M-V/def2-TZVPD",
  "homo_lumo_gap_ev": 9.04,
  "symbols": ["N", "O", "O", "P", "I", "H", "H", "H"],
  "coordinates": [[0.83, -0.18, -0.72], [0.44, 2.27, -0.27], [-1.47, -0.23, 1.28], [-0.20, 1.13, -0.95], [0.54, -2.09, -1.35], [1.78, 0.05, -0.43], [-0.77, -0.10, 1.92], [-1.15, -0.84, 0.53]]
}

***

Most stable to least stable: (two), (one)

***

(one)
{
  "formula": "C4H16NO2S",
  "method": "wB97M-V/def2-TZVPD",
  "charge": 1,
  "homo_lumo_gap_ev": 8.73,
  "symbols": ["C", "C", "C", "S", "C", "N", "H", "H", "H", "H", "H", "H", "H", "H", "H", "H", "H", "H", "H", "H", "O", "H", "H", "O"],
  "coordinates": [[0.06, -1.29, 0.72], [1.06, -0.39, 0.02], [0.55, 0.80, -0.79], [-0.53, 0.42, -2.12], [0.46, -0.57, -3.30], [-0.51, -0.42, 1.83], [-0.78, -1.53, 0.07], [0.42, -2.24, 1.11], [1.70, -1.01, -0.63], [1.86, 0.00, 0.67], [1.45, 1.32, -1.14], [0.08, 1.57, -0.18], [-0.17, -0.59, -4.18], [0.69, -1.58, -2.96], [1.47, -0.22, -3.55], [0.18, -0.32, 2.58], [-0.78, 0.46, 1.37], [-1.38, -0.75, 2.23], [-3.09, 2.74, 0.67], [-3.41, 1.51, 1.47], [-2.70, 2.08, 1.25], [2.11, -1.68, 4.02], [3.06, -0.81, 3.22], [2.17, -1.14, 3.22]]
}

***

(two)
{
  "formula": "C4H16NO2S",
  "method": "wB97M-V/def2-TZVPD",
  "charge": 1,
  "homo_lumo_gap_ev": 5.93,
  "symbols": ["C", "C", "C", "S", "C", "N", "H", "H", "H", "H", "H", "H", "H", "H", "H", "H", "H", "H", "H", "H", "O", "H", "H", "O"],
  "coordinates": [[0.37, 1.58, 0.08], [0.76, -0.87, 1.31], [-0.32, -1.51, 0.55], [-2.02, -0.70, 0.55], [-3.53, 0.23, 1.46], [0.93, 1.20, -1.22], [-0.65, 2.01, -0.13], [0.92, 2.36, 0.63], [0.41, -0.27, 2.14], [1.52, -1.56, 1.70], [-0.62, -2.50, 1.01], [-0.20, -1.63, -0.52], [-4.08, -0.52, 2.06], [-4.31, 0.64, 0.78], [-3.00, 0.91, 2.11], [1.70, 0.54, -1.11], [0.50, 0.49, 0.33], [1.11, 1.95, -1.88], [0.30, -0.25, -2.57], [-0.51, -0.90, -3.69], [-0.02, -1.11, -2.89], [2.93, -0.36, 0.14], [4.38, 0.06, -0.39], [3.43, 0.21, -0.46]]
}

***

Most stable to least stable: (one), (two)